Below is a cluster of 11 separate species, C56H143N13O20 in total, with properties calculated with wB97M-V/def2-TZVPD.

XYZ file:
```
232
Properties=species:S:1:pos:R:3:forces:R:3:mulliken_charge:R:1
C -4.000 -1.591 -2.810 2.49 -1.06 -0.30 -0.61
O -4.829 -0.603 -3.289 -1.64 0.74 0.01 0.44
C -5.957 -1.196 -3.968 0.32 -1.09 0.24 -0.19
C -7.155 -0.270 -3.983 -0.56 0.20 -0.09 -0.80
N -7.625 0.109 -2.666 0.64 -0.36 1.07 -0.33
C -8.746 1.035 -2.745 1.07 0.58 -0.04 -0.50
C -9.090 1.583 -1.358 1.37 0.85 -2.07 -0.84
O -7.964 2.384 -0.941 -1.20 -0.64 0.06 -0.17
C -8.247 3.038 0.277 0.82 0.77 0.03 -0.84
H -3.542 -2.129 -3.673 -0.44 -0.28 0.46 0.28
H -4.505 -2.272 -2.142 -0.37 -0.46 0.17 0.48
H -3.091 -1.254 -2.261 -0.88 0.62 -0.23 -0.63
H -6.258 -2.182 -3.473 0.43 1.25 -0.31 0.46
H -5.580 -1.472 -4.979 -0.61 0.22 0.28 -0.17
H -8.032 -0.773 -4.446 0.70 0.00 -0.14 0.48
H -6.974 0.640 -4.572 0.30 -0.06 -0.30 0.23
H -6.856 0.486 -2.073 -0.90 -0.19 -0.81 0.24
H -9.631 0.552 -3.181 0.23 -0.05 0.07 0.36
H -8.422 1.872 -3.434 -0.75 -0.30 0.61 0.26
H -9.317 0.783 -0.704 0.04 -0.91 1.05 0.39
H -9.975 2.177 -1.491 -0.51 0.69 0.25 0.50
H -9.157 3.663 0.213 0.29 -0.16 -0.04 0.35
H -7.361 3.680 0.484 -0.71 -0.33 -0.02 0.18
H -8.358 2.335 1.100 -0.08 -0.18 0.14 0.34
C 6.700 -3.214 8.610 -0.51 0.73 1.36 -0.43
O 5.396 -2.985 9.214 0.67 0.25 -0.97 -0.43
C 4.684 -1.901 8.625 -0.69 0.64 -0.72 0.31
C 3.177 -2.253 8.418 0.00 2.01 1.56 -0.96
N 2.861 -2.918 7.214 0.20 -0.74 -0.69 0.22
C 1.542 -3.492 7.176 0.23 -1.13 0.20 -0.93
C 1.432 -4.281 5.885 -1.13 -0.48 -0.44 -0.69
O 1.449 -3.450 4.690 0.65 -0.93 0.29 -0.31
C 0.409 -2.485 4.500 0.77 -0.23 0.88 -0.72
H 6.609 -3.337 7.530 0.04 -0.36 0.03 0.14
H 7.094 -4.073 9.167 -0.06 -0.01 -0.63 0.29
H 7.400 -2.371 8.824 -0.51 -0.28 -0.16 0.21
H 5.130 -1.587 7.621 -0.48 -0.53 1.10 -0.21
H 4.708 -0.984 9.267 0.25 -0.77 -0.28 0.28
H 2.604 -1.255 8.450 0.75 -1.12 -0.17 0.33
H 2.778 -2.785 9.313 0.50 0.03 -0.18 0.29
H 3.552 -3.611 6.926 0.01 0.25 0.22 0.11
H 0.807 -2.707 7.242 -0.41 0.45 -0.20 0.42
H 1.244 -4.199 8.031 0.75 0.63 -0.71 0.42
H 0.461 -4.833 5.903 0.49 0.28 -0.12 0.39
H 2.244 -5.088 5.837 -0.86 1.47 -0.34 0.30
H 0.714 -1.560 4.992 0.11 0.37 -0.31 0.38
H -0.487 -2.765 5.042 -0.52 -0.39 -0.34 0.65
H 0.277 -2.367 3.418 -0.27 0.00 0.37 -0.16
C 0.965 2.663 3.180 -1.20 -0.19 0.92 -1.23
O -0.006 1.821 2.586 -0.12 0.57 -0.33 1.17
C -0.936 1.292 3.501 -0.35 -2.03 -1.47 -0.86
C -1.883 0.354 2.681 0.14 0.55 1.09 -0.39
N -2.561 1.044 1.597 0.46 -0.18 0.85 0.05
C -3.402 0.125 0.877 -0.90 -0.09 -0.05 -0.11
C -4.138 0.851 -0.176 0.82 1.37 -0.68 -0.29
O -3.052 1.394 -0.982 -2.07 0.71 -0.55 1.23
C -3.670 2.206 -1.996 1.68 -0.99 -0.83 0.23
H 1.589 2.085 3.836 0.77 -0.54 0.26 0.41
H 0.414 3.320 3.893 0.57 0.49 -0.77 0.39
H 1.555 3.125 2.391 -0.25 0.39 0.21 0.07
H -1.541 2.009 4.067 0.35 0.35 -0.19 0.35
H -0.386 0.616 4.157 -0.03 0.12 0.63 0.24
H -2.642 0.078 3.401 -0.43 -0.25 0.32 0.69
H -1.430 -0.605 2.379 0.38 0.44 -0.07 -0.15
H -1.851 1.445 1.007 -0.02 0.06 -0.47 -0.31
H -4.193 -0.245 1.523 0.22 -0.49 0.57 0.58
H -2.885 -0.705 0.382 0.17 -0.17 0.36 -0.52
H -4.835 1.646 0.185 0.88 -0.08 0.12 0.27
H -4.788 0.243 -0.778 -0.08 -0.82 -0.52 -0.16
H -2.851 2.748 -2.530 -0.74 -0.11 0.50 -0.41
H -4.427 2.824 -1.572 -0.35 1.01 0.41 0.81
H -4.177 1.565 -2.726 0.10 -0.04 0.04 -1.29
C 2.262 4.950 -0.336 -0.71 0.35 -0.83 -0.78
O 1.169 4.731 0.507 0.43 -0.58 0.83 -0.38
C -0.048 4.657 -0.217 0.96 0.60 0.72 0.32
C -1.138 4.383 0.770 -0.91 -0.67 -1.53 0.25
N -1.362 5.465 1.681 2.02 0.19 -0.02 -0.44
C -2.278 5.053 2.691 -0.98 0.89 0.41 0.01
C -2.652 6.233 3.567 -0.53 -1.46 0.06 -0.76
O -3.411 5.751 4.666 -1.02 1.01 0.77 -0.29
C -4.048 6.836 5.423 1.66 0.22 -0.41 -0.73
H 2.471 4.080 -0.996 0.05 0.34 0.38 0.09
H 3.110 5.300 0.221 0.54 -0.37 0.53 0.28
H 1.980 5.811 -0.940 0.22 0.15 -0.71 0.41
H 0.038 3.904 -0.974 -0.14 -0.91 -0.40 -0.90
H -0.114 5.610 -0.742 -0.66 0.33 -0.05 0.84
H -0.973 3.398 1.257 -0.02 0.49 -0.21 -0.84
H -2.037 4.334 0.160 -0.40 -0.58 -0.12 0.53
H -0.412 5.616 2.024 -0.36 0.51 0.66 0.48
H -1.988 4.246 3.339 0.46 -0.73 0.21 -0.11
H -3.154 4.762 2.141 -0.64 -0.54 0.01 0.25
H -3.270 6.871 2.988 -0.35 1.11 -0.57 0.37
H -1.723 6.688 3.837 0.56 0.84 0.69 0.38
H -4.699 7.535 4.812 0.64 -1.07 0.49 0.27
H -3.196 7.419 5.845 -0.62 0.11 -0.30 0.30
H -4.558 6.448 6.311 -0.18 -0.31 -0.62 0.25
C 4.511 0.374 -3.064 0.23 -1.69 -0.06 -0.59
O 4.189 1.333 -4.052 0.78 -0.84 0.82 -0.31
C 4.490 2.636 -3.525 -1.12 -0.40 -2.49 0.31
C 4.544 3.513 -4.838 -1.61 0.67 1.06 -1.05
N 3.241 3.595 -5.567 -0.81 -0.89 0.69 -0.44
C 2.058 3.823 -4.654 0.26 -1.73 -0.62 0.30
C 0.739 3.818 -5.456 0.84 -0.84 -1.37 -1.13
O -0.462 3.832 -4.713 0.26 -0.80 -0.56 0.01
C -0.614 4.795 -3.737 -1.39 2.36 -0.84 -0.60
H 5.593 0.160 -2.971 -0.10 0.69 -0.06 0.42
H 4.128 -0.656 -3.270 -0.33 1.01 -0.35 0.25
H 4.128 0.645 -2.081 -0.04 0.19 0.18 0.02
H 5.331 2.647 -2.879 1.51 -0.03 0.01 0.64
H 3.672 2.797 -2.839 -0.54 1.03 0.12 -0.37
H 5.217 3.142 -5.602 0.51 -0.27 0.45 0.38
H 4.791 4.544 -4.598 0.35 0.09 0.16 0.38
H 3.098 2.630 -5.924 0.01 0.89 0.10 0.42
H 2.127 4.743 -4.113 0.44 0.74 0.28 0.66
H 2.073 2.989 -3.927 -0.60 0.46 0.00 -0.29
H 0.651 2.865 -6.055 0.28 0.80 0.61 0.04
H 0.842 4.608 -6.245 -0.54 -0.10 0.78 0.40
H 0.000 4.686 -2.886 0.78 -0.48 0.97 0.02
H -1.690 4.818 -3.429 0.85 -0.22 -0.15 0.23
H -0.404 5.825 -4.147 -0.14 -0.69 0.23 0.46
C 7.404 1.068 8.408 0.20 0.87 -0.93 -0.81
O 6.064 1.100 7.901 0.94 0.31 2.01 -0.36
C 6.105 1.071 6.530 -0.23 0.01 -0.84 -0.32
C 4.703 1.370 5.973 0.65 -1.09 0.19 -1.07
N 4.589 1.057 4.549 -0.66 0.85 -0.80 0.40
C 5.341 1.946 3.595 -0.98 0.49 1.65 -0.90
C 5.228 1.408 2.194 3.46 0.15 0.14 0.56
O 5.993 0.159 2.214 -0.89 0.74 1.11 -0.39
C 5.974 -0.522 0.989 -0.34 -0.70 0.65 -0.54
H 7.448 1.267 9.478 -0.29 -0.24 -0.12 0.28
H 8.032 1.819 7.874 -0.53 0.14 0.48 0.37
H 7.930 0.165 8.115 -0.23 -0.77 0.35 0.31
H 6.490 0.080 6.234 -0.31 -0.03 -0.48 0.19
H 6.842 1.800 6.195 0.11 0.25 -0.38 0.55
H 4.415 2.385 6.191 0.14 0.63 -0.27 0.44
H 4.009 0.793 6.613 0.08 -0.19 -0.71 0.21
H 4.929 0.126 4.350 -0.13 -0.20 0.32 -0.23
H 6.358 1.897 3.950 0.83 0.41 -0.54 0.40
H 5.007 3.029 3.684 0.10 -1.36 -0.16 0.35
H 5.682 2.087 1.431 0.12 -0.22 0.64 0.50
H 4.255 1.312 1.856 -2.27 -0.87 -0.32 -0.68
H 6.723 -0.098 0.384 0.79 0.69 -1.37 0.39
H 4.975 -0.395 0.603 -0.26 -0.46 -0.82 -0.10
H 6.267 -1.583 1.124 -0.50 0.51 0.19 0.32
C 1.674 -7.608 1.233 -1.15 0.74 1.11 -0.64
O 1.358 -7.102 -0.050 -0.45 0.16 -0.98 -0.40
C 1.906 -5.827 -0.470 -0.03 -0.86 0.37 -0.05
C 1.641 -5.592 -1.944 0.43 -0.86 0.18 -1.22
N 0.275 -5.451 -2.408 -0.75 -0.48 0.00 0.13
C 0.269 -5.335 -3.861 0.01 -0.80 -1.27 -1.28
C -1.119 -5.490 -4.501 -0.65 -0.48 1.89 0.36
O -1.615 -6.703 -3.860 -0.33 0.33 -0.96 -0.44
C -3.023 -6.700 -3.683 -0.08 -0.37 0.93 -0.56
H 1.098 -8.537 1.535 0.33 1.11 -1.07 0.24
H 1.418 -6.841 2.009 0.34 -0.49 -0.39 0.14
H 2.708 -7.861 1.307 0.97 -0.07 0.07 0.34
H 2.981 -5.792 -0.284 0.23 -0.25 -0.23 0.63
H 1.527 -5.014 0.089 -0.95 0.80 1.09 -0.30
H 2.102 -6.465 -2.377 0.29 -0.47 -0.83 0.45
H 2.168 -4.733 -2.318 0.57 0.51 0.23 0.59
H -0.178 -6.347 -2.280 -0.30 -0.13 0.48 0.29
H 0.819 -6.178 -4.336 0.32 0.43 0.37 0.48
H 0.741 -4.409 -4.135 0.19 0.49 -0.36 0.47
H -1.102 -5.667 -5.600 0.15 0.62 0.73 0.33
H -1.810 -4.683 -4.147 0.56 -0.23 -0.86 -0.18
H -3.653 -6.858 -4.594 0.73 0.11 0.52 0.25
H -3.297 -5.762 -3.178 -0.27 -0.04 -0.31 0.22
H -3.212 -7.498 -2.936 -0.12 0.24 -0.64 0.28
C -3.776 -4.462 -6.613 1.83 -1.94 -0.93 -0.64
O -3.140 -3.309 -6.287 1.26 1.47 0.80 0.03
C -3.504 -2.184 -7.002 -1.78 0.67 0.14 -1.32
C -3.028 -0.922 -6.317 -0.98 0.17 0.30 0.96
N -3.212 0.195 -7.220 0.15 1.01 0.25 -0.39
C -2.567 1.487 -6.767 -4.16 -0.30 -1.68 -0.18
C -3.452 2.232 -5.773 0.23 0.32 0.42 0.78
O -4.715 2.495 -6.402 0.03 0.19 1.53 -0.52
C -5.475 3.316 -5.484 -0.17 -2.10 -0.17 -0.55
H -3.062 -5.199 -6.198 -1.25 -0.30 0.10 -0.04
H -3.767 -4.703 -7.689 -0.17 0.43 -0.09 0.36
H -4.771 -4.500 -6.256 -1.17 -0.30 0.61 0.32
H -4.615 -2.116 -7.037 0.10 -0.06 0.06 0.38
H -3.245 -2.245 -8.044 0.75 0.04 -0.59 0.46
H -1.992 -0.981 -6.097 1.15 -0.30 0.36 0.07
H -3.592 -0.815 -5.352 0.58 -0.02 -0.58 -0.73
H -4.215 0.380 -7.275 0.27 0.13 -0.22 0.44
H -2.593 2.129 -7.674 0.49 -0.31 0.50 0.35
H -1.607 1.303 -6.447 2.16 -0.26 0.82 -0.56
H -3.018 3.206 -5.572 0.51 0.32 0.07 0.56
H -3.583 1.789 -4.750 -0.02 -0.28 -1.01 -0.61
H -5.598 2.836 -4.483 0.01 -0.10 -0.67 0.00
H -6.439 3.416 -5.953 -0.36 0.42 0.03 0.31
H -4.987 4.232 -5.274 0.48 1.22 -0.21 0.37
C 2.630 -2.084 1.201 0.26 -0.19 1.07 0.17
O 2.396 -1.000 0.319 0.59 -0.84 -0.32 0.06
C 1.695 0.100 0.827 -1.52 0.32 0.27 0.41
C 1.796 1.310 -0.089 0.87 1.54 1.32 -0.59
N 1.416 1.350 -1.509 -0.65 -1.93 0.00 1.13
C 0.077 0.723 -1.644 -0.27 -1.11 -0.45 1.62
C -0.366 0.550 -3.105 0.17 -0.59 0.29 1.50
O 0.519 -0.411 -3.761 -0.22 1.20 -0.61 -0.08
C 0.930 0.077 -5.053 -0.52 -0.33 0.14 -0.13
H 2.226 -1.956 2.213 -0.50 0.40 -0.30 0.22
H 3.696 -2.202 1.429 0.06 0.04 -0.67 0.37
H 2.259 -3.073 0.887 -0.08 0.55 -0.49 -1.14
H 2.054 0.391 1.891 -0.77 -0.44 -1.64 0.51
H 0.598 -0.072 0.760 0.44 -0.64 1.19 -0.41
H 2.824 1.597 -0.008 1.02 0.53 -0.40 0.71
H 1.272 2.109 0.530 0.19 -0.76 -1.22 -1.48
H 2.040 0.730 -2.079 -0.48 0.72 0.87 0.09
H -0.671 1.319 -1.149 -0.27 0.51 0.23 -0.10
H -0.018 -0.290 -1.139 0.38 1.04 -0.58 -1.89
H -0.308 1.531 -3.599 -0.06 -0.24 -0.09 -0.75
H -1.416 0.146 -3.162 0.89 0.49 0.14 -0.38
H 1.573 0.952 -4.968 -0.14 0.32 0.16 -0.42
H 0.071 0.284 -5.739 0.48 -0.06 0.65 -0.06
H 1.541 -0.672 -5.536 0.06 -0.48 0.05 0.39
N 6.404 -2.617 3.705 1.24 1.54 -0.08 -0.38
C 5.272 -3.049 4.337 -1.53 -0.55 0.38 0.32
N 4.152 -2.399 3.985 -2.39 0.89 0.18 0.93
O 5.232 -3.994 5.107 0.57 -0.35 0.47 -0.69
H 6.453 -1.589 3.576 -0.22 -0.89 -0.19 0.19
H 7.213 -2.905 4.227 0.27 -0.36 -0.04 0.31
H 3.189 -2.592 4.413 2.00 -0.15 -0.59 -0.33
H 4.169 -1.672 3.283 0.21 -0.14 0.24 -0.18
N -1.628 -4.615 0.139 -0.08 0.29 0.52 -0.45
C -1.166 -3.320 0.114 -0.97 -0.42 0.05 0.16
N -0.838 -2.822 -1.124 1.89 0.74 -0.09 0.36
O -1.236 -2.646 1.125 0.46 0.53 0.32 -0.63
H -1.903 -4.829 1.097 0.21 -0.51 -0.63 0.30
H -1.264 -5.317 -0.491 -0.05 0.10 0.17 0.18
H -0.565 -3.554 -1.761 -0.17 -0.51 -0.37 -0.11
H -0.012 -2.191 -1.062 -1.14 -0.27 0.06 -0.12
```
Forces are in eV/Å.

SMILES: COCCNCCOC.COCCNCCOC.COCCNCCOC.COCCNCCOC.COCCNCCOC.COCCNCCOC.COCCNCCOC.COCCNCCOC.COCCNCCOC.NC(N)=O.NC(N)=O
net charge: 0
multiplicity: 1
HOMO: -8.378 eV
gap between HOMO and LUMO: 8.93 eV